144
Properties=species:S:1:pos:R:3:forces:R:3 method="wB97M-V/def2-TZVPD" multiplicity=5 de_lowest_ev=0.546 homo_lumo_gap_ha="0.2870 / 0.3131" total_charge=+1 lumo_ha="-0.0723 / -0.0733" homo_energy_ha="-0.3593 / -0.3864" max_force_ev_per_a=0.85
Cr -0.4722 0.1014 0.2170 0.60 0.55 0.24
C 3.7811 1.8850 -1.3629 -0.03 0.02 -0.02
C 2.9243 2.3248 -0.1670 0.02 0.00 -0.02
C 3.4728 3.6198 0.4240 -0.02 0.06 -0.01
C 2.8630 1.2065 0.8328 0.09 0.01 -0.01
C 3.8351 0.8053 1.7615 -0.01 0.04 0.02
C 3.3751 -0.3977 2.2708 0.04 -0.03 -0.01
C 4.0081 -1.2721 3.3173 0.01 0.10 0.00
C 3.8483 -0.6307 4.6980 -0.02 -0.01 0.04
C 5.4792 -1.5372 2.9986 0.01 0.00 -0.04
N 2.1939 -0.6668 1.6750 -0.16 -0.18 -0.09
N 1.8672 0.3279 0.8012 -0.01 0.00 0.12
B 1.3773 -1.9956 1.6691 -0.01 0.08 -0.07
N 1.0959 -2.3992 0.1838 0.05 0.17 0.17
N 0.4549 -1.5467 -0.6721 -0.11 -0.15 -0.12
C 0.6199 -2.0227 -1.9041 -0.04 -0.04 -0.08
C 1.3485 -3.2128 -1.8537 0.04 0.01 -0.01
C 1.6390 -3.4140 -0.5143 -0.06 -0.12 0.04
C 2.3717 -4.5769 0.0942 0.01 -0.02 -0.13
C 1.6057 -5.8763 -0.1766 0.00 0.01 0.00
C 3.7990 -4.6565 -0.4516 0.02 -0.01 0.02
C 0.1603 -1.2778 -3.1270 0.10 0.02 0.00
C 0.1339 -2.1929 -4.3497 0.17 -0.02 0.04
C 1.0964 -0.0917 -3.3933 0.00 -0.02 -0.02
N 0.0320 -1.8278 2.4144 0.12 0.07 -0.28
N -0.9184 -1.0462 1.8475 -0.33 -0.29 0.30
C -2.0010 -1.0948 2.6278 0.06 -0.05 0.01
C -1.7390 -1.9298 3.7184 0.03 0.09 0.13
C -0.4334 -2.3689 3.5499 -0.04 -0.08 0.05
C 0.3582 -3.3182 4.4013 -0.05 -0.02 0.03
C -0.1101 -4.7572 4.1623 0.02 0.00 0.00
C 0.2545 -2.9367 5.8773 -0.01 -0.01 0.03
C -3.2746 -0.3574 2.3178 0.02 0.02 -0.02
C -3.5215 0.8009 3.2948 -0.02 -0.03 -0.03
C -4.4545 -1.3329 2.3201 0.01 0.02 -0.02
H 3.6765 2.5849 -2.1963 0.03 -0.01 0.05
H 3.4876 0.8926 -1.7073 0.00 0.03 -0.01
H 4.8355 1.8477 -1.0786 -0.03 -0.03 -0.01
H 1.9039 2.4918 -0.5301 -0.04 -0.01 0.04
H 4.5114 3.4874 0.7375 -0.05 0.01 0.01
H 2.8976 3.9558 1.2898 0.01 -0.03 -0.03
H 3.4552 4.4184 -0.3213 0.03 -0.03 0.02
H 4.7548 1.3090 2.0190 -0.06 -0.05 -0.05
H 3.4824 -2.2259 3.3272 0.01 -0.01 -0.01
H 4.3293 0.3502 4.7209 -0.01 -0.02 0.02
H 4.3044 -1.2557 5.4702 -0.02 0.03 -0.04
H 2.7929 -0.4914 4.9450 0.01 0.02 0.00
H 6.0591 -0.6119 3.0348 -0.01 -0.03 0.00
H 5.5945 -1.9679 2.0022 0.01 0.01 0.03
H 5.9078 -2.2318 3.7239 -0.01 0.04 -0.01
H 2.0174 -2.8491 2.1959 -0.09 0.05 -0.06
H 1.6332 -3.8459 -2.6786 -0.01 0.04 0.05
H 2.4233 -4.4349 1.1710 -0.01 0.03 0.02
H 1.5771 -6.0901 -1.2478 -0.01 0.00 0.03
H 0.5765 -5.8098 0.1823 0.04 -0.01 0.00
H 2.0913 -6.7164 0.3242 -0.01 0.02 -0.03
H 3.7910 -4.8508 -1.5269 0.01 0.02 0.03
H 4.3478 -5.4665 0.0333 -0.02 0.02 -0.03
H 4.3411 -3.7240 -0.2811 -0.02 -0.03 0.00
H -0.8473 -0.8930 -2.9379 0.01 0.00 0.05
H 1.1476 -2.4999 -4.6169 0.00 -0.02 0.04
H -0.2827 -1.6668 -5.2108 0.26 -0.02 0.11
H -0.4570 -3.0959 -4.1720 -0.01 0.06 -0.03
H 2.1089 -0.4570 -3.5835 -0.02 0.02 -0.01
H 1.1340 0.5928 -2.5468 0.00 -0.03 0.00
H 0.7659 0.4672 -4.2735 0.01 -0.01 0.02
H -2.4053 -2.1780 4.5304 0.03 0.01 -0.07
H 1.4046 -3.2521 4.1044 0.01 0.06 0.00
H -1.1534 -4.8743 4.4644 0.03 -0.01 -0.02
H 0.4951 -5.4585 4.7409 -0.03 0.03 -0.01
H -0.0308 -5.0256 3.1062 0.00 0.01 0.04
H -0.7768 -3.0166 6.2303 0.04 0.01 0.00
H 0.5944 -1.9122 6.0456 -0.01 -0.04 -0.01
H 0.8678 -3.6050 6.4846 -0.03 0.02 -0.01
H -3.1767 0.0684 1.3148 -0.02 -0.01 -0.02
H -3.3570 0.4839 4.3285 -0.03 0.01 -0.03
H -4.5542 1.1467 3.2137 0.03 0.01 -0.02
H -2.8642 1.6431 3.0732 -0.03 -0.07 0.04
H -4.5796 -1.7842 3.3075 -0.01 0.01 -0.03
H -4.3053 -2.1321 1.5928 0.01 0.01 0.03
H -5.3789 -0.8083 2.0706 0.02 -0.02 0.00
N -3.3517 3.7090 -2.6653 -0.03 -0.03 0.01
C -2.0261 3.1071 -2.6852 -0.04 0.10 -0.06
C -1.8470 2.2037 -1.4816 0.01 -0.02 -0.29
O -0.8597 1.4924 -1.3809 0.15 -0.14 0.30
O -2.8089 2.2456 -0.6055 -0.03 0.00 0.13
H -3.9660 3.3045 -3.3596 -0.02 0.02 -0.01
H -3.3285 4.7074 -2.8092 -0.01 0.02 0.01
H -3.4664 2.8883 -0.9817 0.02 -0.03 0.01
H -1.2461 3.8672 -2.6230 0.02 -0.01 -0.03
H -1.8226 2.5132 -3.5768 0.03 -0.02 -0.01
O -0.7863 1.6717 1.5892 -0.13 0.08 -0.37
S 0.2050 2.7663 1.9577 -0.09 -0.27 -0.22
C 0.6120 2.4288 3.6451 0.08 -0.04 0.14
C 1.7279 3.0525 4.1857 -0.04 0.06 0.05
C 2.0654 2.7928 5.5047 0.03 0.01 0.00
C 1.3072 1.9013 6.2527 -0.05 -0.05 -0.01
C 0.2188 1.2513 5.6821 0.06 0.03 0.03
C -0.1348 1.5080 4.3650 0.04 -0.06 -0.05
C -0.8156 4.2137 2.0761 -0.04 0.01 -0.01
C -1.7362 4.4191 3.0947 -0.02 0.04 0.02
C -2.5915 5.5077 3.0139 0.02 -0.03 0.01
C -2.5225 6.3740 1.9276 0.05 -0.02 0.01
C -1.5946 6.1612 0.9163 -0.03 0.03 0.02
C -0.7343 5.0746 0.9888 0.02 0.05 0.02
H 2.3244 3.7326 3.5887 -0.02 -0.01 0.01
H 2.9286 3.2759 5.9438 -0.02 -0.01 0.00
H 1.5772 1.6996 7.2816 0.00 0.00 -0.02
H -0.3552 0.5384 6.2602 0.00 0.00 -0.01
H -0.9583 0.9870 3.8923 0.09 0.05 0.04
H -1.7821 3.7440 3.9416 0.02 0.02 -0.05
H -3.3110 5.6824 3.8036 0.02 0.01 -0.02
H -3.1845 7.2293 1.8797 0.00 -0.03 -0.01
H -1.5334 6.8477 0.0813 0.01 0.00 0.02
H 0.0106 4.9009 0.2175 -0.04 0.00 0.03
C -3.3758 -5.5132 -4.7811 -0.05 -0.02 0.05
C -4.3957 -5.2476 -3.6757 0.10 -0.02 -0.08
C -4.7408 -3.7771 -3.5262 0.10 0.02 -0.04
N -3.5683 -3.0558 -2.9879 -0.18 -0.24 0.30
C -3.6156 -1.7824 -2.5651 0.19 0.29 -0.16
S -2.9571 -1.2844 -1.1154 -0.09 -0.23 -0.02
N -4.2294 -0.8369 -3.3547 -0.33 0.22 0.08
C -4.6619 -0.7302 -4.6894 0.23 0.01 0.07
O -5.4058 0.1835 -4.9588 -0.10 -0.03 -0.01
C -4.0947 -1.6390 -5.7157 0.04 0.10 -0.07
C -4.9029 -2.0347 -6.7755 0.00 0.00 -0.11
C -4.3752 -2.8395 -7.7721 0.03 -0.01 0.00
C -3.0364 -3.2162 -7.7260 -0.02 0.04 0.01
C -2.2238 -2.7896 -6.6832 -0.08 0.03 -0.04
C -2.7570 -2.0079 -5.6700 -0.04 0.05 -0.02
H -3.0980 -6.5671 -4.8096 -0.02 0.02 0.00
H -2.4648 -4.9291 -4.6299 -0.04 -0.03 -0.01
H -3.7848 -5.2436 -5.7578 0.03 0.01 0.06
H -4.0211 -5.6232 -2.7174 -0.05 -0.02 0.00
H -5.3219 -5.7864 -3.8799 0.01 -0.04 0.00
H -5.5853 -3.6490 -2.8446 0.00 0.02 0.05
H -5.0161 -3.3641 -4.4945 -0.01 -0.07 0.08
H -3.0384 -3.6063 -2.3238 -0.01 -0.09 -0.04
H -4.4710 -0.0089 -2.8287 -0.03 0.01 -0.01
H -5.9343 -1.7068 -6.8085 0.02 -0.01 0.00
H -5.0029 -3.1651 -8.5915 0.02 0.01 0.01
H -2.6237 -3.8374 -8.5110 -0.01 0.01 0.01
H -1.1773 -3.0676 -6.6570 -0.06 -0.01 -0.03
H -2.1323 -1.6712 -4.8513 -0.24 -0.05 -0.13